No. 1
The molecule C26H30N4O4S in a non-equilibrium geometry, computed with ωB97M-V/def2-TZVPD.

Structure (XYZ):
```
65
Properties=species:S:1:pos:R:3:forces:R:3
O 2.6843 1.1588 0.5109 0.173 -0.053 -0.189
C 1.9215 1.6873 1.2930 0.028 0.157 0.429
C 2.3552 2.1009 2.7058 0.123 -0.096 0.082
N 2.3223 1.0119 3.6692 -0.013 0.129 0.007
C 3.2941 -0.0300 3.3681 0.117 -0.193 0.118
C 3.3178 -1.0500 4.5077 0.600 0.158 -0.343
N 2.0065 -1.5785 4.7855 -0.282 -0.982 -0.363
S 1.5431 -2.9795 4.0166 -0.065 -0.009 0.347
O 0.2640 -3.3300 4.5633 -0.102 0.265 -0.205
O 2.6378 -3.8942 4.1501 0.175 0.203 -0.285
C 1.3209 -2.6360 2.2667 -0.198 -0.165 0.673
C 2.4245 -2.7475 1.4125 0.253 -0.074 -0.343
C 2.2690 -2.5028 0.0767 0.081 -0.033 0.306
C 1.0057 -2.1572 -0.4505 -0.251 0.016 0.177
C 0.8031 -1.9630 -1.8321 -0.133 -0.010 -0.171
C -0.4415 -1.6839 -2.3215 0.295 -0.164 -0.034
C -1.5366 -1.5534 -1.4540 -0.153 -0.040 0.275
C -1.3720 -1.7199 -0.1083 -0.114 0.003 -0.165
C -0.1074 -2.0445 0.4258 0.343 -0.018 -0.113
C 0.0861 -2.2920 1.8018 -0.015 -0.085 0.128
C 1.0131 -0.5589 4.9920 -0.638 0.384 -0.127
C 0.9917 0.4523 3.8435 -0.024 -0.139 0.232
N 0.6088 1.9335 1.0424 -0.367 0.196 0.205
C -0.1070 1.7600 -0.1528 -0.042 -0.129 -0.348
C -1.4945 1.8633 -0.1077 0.139 0.026 -0.042
C -2.2470 1.7635 -1.2561 0.031 0.135 -0.074
C -1.6424 1.5780 -2.5047 0.347 0.063 0.345
N -2.4319 1.4361 -3.6396 -0.261 -0.247 -0.332
C -1.8416 1.0329 -4.8986 -0.268 -0.151 -0.151
C -2.9332 0.3899 -5.7624 0.379 -0.068 0.022
O -4.0150 1.2626 -5.9797 -0.014 0.070 -0.127
C -4.5777 1.6635 -4.7529 -0.020 0.271 0.295
C -3.5344 2.3512 -3.8705 -0.283 -0.091 -0.195
C -0.2499 1.4682 -2.5327 -0.369 0.191 -0.135
C 0.5056 1.5460 -1.3797 0.126 0.046 0.233
H 1.7230 2.9090 3.0853 0.023 0.013 -0.042
H 3.3861 2.4582 2.6480 -0.115 0.046 -0.098
H 4.2766 0.4388 3.2818 0.009 -0.058 -0.057
H 3.0685 -0.5320 2.4152 0.109 0.109 0.102
H 3.9622 -1.8952 4.2680 0.168 0.149 0.050
H 3.6839 -0.5655 5.4192 -0.006 -0.074 -0.044
H 3.3701 -3.0495 1.8341 0.161 -0.032 -0.065
H 3.1089 -2.5833 -0.5968 0.103 -0.022 -0.052
H 1.6496 -2.0540 -2.4966 0.087 -0.011 -0.090
H -0.5947 -1.5686 -3.3841 0.025 0.035 -0.100
H -2.5088 -1.3202 -1.8609 -0.108 0.049 -0.018
H -2.2099 -1.6248 0.5668 -0.112 0.015 0.061
H -0.7451 -2.2431 2.4896 -0.148 0.005 0.037
H 0.0515 -1.0622 5.0924 -0.040 0.211 0.102
H 1.2503 -0.0390 5.9262 -0.032 -0.060 -0.044
H 0.3066 1.2657 4.1002 -0.055 -0.019 -0.031
H 0.6286 -0.0441 2.9271 -0.004 0.141 0.131
H 0.0539 2.2959 1.8052 0.241 -0.016 -0.077
H -1.9898 2.0201 0.8409 -0.066 -0.006 0.110
H -3.3216 1.8197 -1.1765 -0.102 -0.028 -0.002
H -1.0616 0.2935 -4.7216 0.027 0.022 -0.035
H -1.4120 1.8922 -5.4381 0.068 -0.057 0.020
H -2.5410 0.1367 -6.7488 0.020 -0.035 0.078
H -3.2885 -0.5261 -5.2649 0.065 0.053 -0.042
H -5.3905 2.3492 -4.9970 0.023 -0.035 0.072
H -4.9832 0.7876 -4.2232 0.016 0.087 -0.015
H -3.9888 2.6525 -2.9294 -0.001 0.008 -0.041
H -3.1745 3.2543 -4.3910 -0.045 0.002 0.077
H 0.2703 1.3395 -3.4679 0.028 -0.040 -0.116
H 1.5773 1.4562 -1.4314 0.060 -0.018 0.001
```
Forces are in eV/Å.

The energy above the lowest of the compared OMol25 structures with the same formula, charge and spin comes out at 70.2 kcal/mol.


No. 2
A structure of composition C19H27Br2Cl2GeMgNO, computed with ωB97M-V/def2-TZVPD.

Structure (XYZ):
```
54
Properties=species:S:1:pos:R:3:forces:R:3
Mg 1.0065 0.8985 1.0559 0.016 -0.273 -0.172
C 4.3726 1.4660 0.4807 0.026 -0.092 -0.034
C 3.7096 0.4301 -0.3703 -0.051 -0.083 -0.042
C 4.4735 -0.4119 -1.2012 0.000 -0.064 -0.046
C 3.8591 -1.3799 -1.9451 0.038 0.065 0.074
C 2.4514 -1.5045 -1.9257 -0.116 0.142 0.093
C 1.7061 -2.4539 -2.6660 -0.017 -0.185 -0.136
Br 2.5859 -3.7409 -3.7275 -0.098 0.161 0.103
C 0.3385 -2.4606 -2.6086 0.176 -0.143 -0.125
C -0.3497 -1.5190 -1.8290 -0.188 0.302 0.325
Br -2.2338 -1.5852 -1.7724 0.179 -0.022 -0.004
C 0.3275 -0.5726 -1.0936 0.064 -0.337 -0.363
O -0.2715 0.3880 -0.3161 -0.670 0.358 -0.433
C 1.7433 -0.5899 -1.1202 0.069 -0.087 -0.180
N 2.3887 0.3250 -0.3243 0.307 0.118 0.039
H 5.1318 1.0161 1.1218 -0.038 0.011 0.038
H 3.6456 2.0000 1.0971 0.053 0.054 0.029
H 4.8881 2.1915 -0.1507 -0.039 0.036 0.012
H 5.5482 -0.2958 -1.2242 -0.001 0.006 0.002
H 4.4379 -2.0546 -2.5619 0.015 0.017 0.003
H -0.2203 -3.1970 -3.1690 -0.031 0.023 0.012
Cl -0.7719 0.5814 2.8523 -0.399 0.182 0.031
C 0.3889 -0.3050 3.8442 -0.142 -0.152 0.476
Cl 1.9212 -0.3621 2.9534 0.506 -0.184 0.153
H 0.0350 -1.3180 4.0020 -0.002 -0.014 -0.104
H 0.5335 0.2150 4.7848 0.080 0.064 -0.051
C 1.6894 4.8054 2.1308 -0.050 0.038 -0.184
C 1.3387 4.6608 0.6512 0.064 -0.069 0.283
C 0.2675 3.6026 0.4289 0.036 0.174 -0.444
C -0.0382 3.2740 -1.0286 -0.451 -0.283 0.083
Ge -1.3687 1.8121 -1.2292 0.455 -0.237 0.574
C -2.9426 1.7746 -0.0369 0.377 0.143 -0.488
C -4.0229 2.7993 -0.3922 0.092 0.122 0.039
C -3.5415 4.2430 -0.2649 -0.137 -0.060 -0.086
C -4.6409 5.2647 -0.5346 0.091 -0.034 0.031
H 2.4640 5.5555 2.2774 0.015 -0.027 0.031
H 2.0616 3.8587 2.5408 0.019 0.014 0.043
H 0.8177 5.1104 2.7110 0.013 -0.031 0.039
H 2.2332 4.4100 0.0750 -0.034 0.027 -0.075
H 0.9621 5.6114 0.2705 0.013 -0.012 -0.087
H -0.6453 3.8813 0.9606 0.020 -0.154 0.121
H 0.6427 2.6784 0.9298 -0.086 0.519 0.330
H 0.8680 2.9993 -1.5735 -0.014 -0.036 -0.022
H -0.4476 4.1599 -1.5191 0.031 0.007 -0.008
H -1.3619 1.2693 -2.6544 -0.179 0.036 0.036
H -2.5577 1.9670 0.9695 -0.036 -0.021 0.042
H -3.3336 0.7592 -0.0695 0.087 -0.070 0.027
H -4.8718 2.6352 0.2752 -0.032 0.025 -0.035
H -4.3842 2.6272 -1.4092 -0.063 -0.039 0.019
H -2.7212 4.4063 -0.9781 0.022 0.063 0.089
H -3.1438 4.4020 0.7435 0.082 -0.008 -0.023
H -5.0492 5.1465 -1.5385 -0.015 0.006 0.003
H -4.2544 6.2789 -0.4425 -0.042 0.008 -0.024
H -5.4557 5.1514 0.1807 -0.017 -0.005 -0.018
```
Forces are in eV/Å.

Its total charge is +2. The energy above the lowest of the compared OMol25 structures with the same formula, charge and spin comes out at 0.8 kcal/mol.


No. 3
A structure of composition C12H28INO3STa in a non-equilibrium geometry, computed with ωB97M-V/def2-TZVPD.

Structure (XYZ):
```
47
Properties=species:S:1:pos:R:3:forces:R:3
C 3.0215 3.7712 -1.1535 -1.638 0.119 -0.347
C 1.6189 2.9441 -1.2479 1.476 0.224 0.104
C 1.6159 1.9171 -2.4975 -0.618 0.737 0.758
C 0.1589 1.1711 -2.5960 1.564 1.089 0.044
O -0.5836 1.5814 -1.4220 -0.003 -3.308 -0.038
Ta -0.8781 0.0208 -0.0061 -0.824 2.381 -2.253
C -1.7284 -1.4621 -1.5917 0.227 -1.051 -0.569
N -3.2107 -1.7019 -1.4236 0.248 -0.461 -0.393
C -2.9914 0.9361 0.4200 0.183 -0.267 0.203
O -2.8206 2.3962 0.4667 0.352 -0.619 1.748
C -2.5863 2.7583 1.8451 -0.155 0.090 0.630
C -1.2787 -1.4867 1.7009 -0.243 0.818 1.042
S -0.9285 -3.2636 1.2845 0.548 0.462 1.113
C 0.4968 -3.7070 2.4386 0.693 0.927 -0.353
C 1.6107 -4.4084 1.5262 -0.588 -0.757 0.342
C 1.2809 -0.7907 -0.1811 1.976 -0.630 1.048
C 2.2546 -0.4372 1.0386 -3.252 0.911 2.308
O 1.9137 -0.0403 2.1574 1.851 -1.731 -4.068
I 4.4170 -0.7564 0.6424 -0.052 0.067 0.006
H 2.8775 4.4880 -0.2632 0.646 -1.088 -1.306
H 3.0654 4.3975 -2.1125 0.419 -0.798 1.339
H 3.9248 3.0910 -1.0355 -1.117 0.980 -0.124
H 0.8067 3.7478 -1.3592 0.978 -1.533 0.288
H 1.5410 2.3964 -0.2378 -0.377 0.770 -1.702
H 2.4775 1.1865 -2.3583 -1.042 0.872 -0.309
H 1.7745 2.5391 -3.4410 0.008 -0.922 1.107
H 0.3411 0.0504 -2.6877 -0.414 1.245 0.161
H -0.3001 1.5289 -3.5814 0.080 -0.488 1.482
H -0.2369 1.1975 1.3095 -0.281 -0.387 -0.140
H -1.1592 -2.4675 -1.5101 -0.555 1.311 -0.147
H -1.5422 -1.1069 -2.6760 -0.373 -0.350 1.598
H -3.5336 -2.4464 -2.0683 0.289 0.524 0.729
H -3.4258 -2.0019 -0.4637 0.209 0.098 -0.637
H -3.6751 0.7207 -0.4662 0.795 0.098 1.103
H -3.4530 0.5486 1.3995 0.213 0.628 -1.367
H -3.6185 2.8060 2.3585 1.469 0.185 -0.468
H -2.0112 3.7496 1.9358 -1.088 -1.320 -0.408
H -1.9507 1.9853 2.4166 -0.873 1.004 -1.054
H -2.3560 -1.3249 2.0821 1.510 -0.644 -0.507
H -0.6101 -1.1868 2.5928 -0.906 -0.489 -1.375
H 0.9028 -2.7162 2.8444 -0.591 -1.381 -0.531
H 0.1533 -4.3196 3.3320 0.437 0.521 -1.308
H 2.3325 -3.6857 1.0209 -1.154 -0.800 0.717
H 2.2161 -5.1382 2.1581 -0.634 0.890 -0.836
H 1.0448 -5.0103 0.7229 1.100 0.836 1.120
H 1.1971 -1.9457 -0.1740 0.131 1.575 0.082
H 1.8348 -0.5254 -1.1389 -0.624 -0.337 1.169
```
Forces are in eV/Å.

Its total charge is -1.


No. 4
A structure of composition C4H6N2 in a non-equilibrium geometry, computed with ωB97M-V/def2-TZVPD.

Structure (XYZ):
```
12
Properties=species:S:1:pos:R:3:forces:R:3
C -0.9549 0.2229 0.9797 -0.078 -0.033 0.081
N 0.1960 0.2394 0.0808 0.082 0.091 0.196
C 0.0884 0.2135 -1.3858 -0.029 0.161 -0.103
C 0.7164 -0.9955 -0.8242 -0.185 -0.370 -0.257
C 1.5064 0.0820 0.5298 0.772 0.365 0.818
N 2.4215 0.2414 1.2529 -0.929 -0.169 -0.752
H -0.6896 -0.3449 1.8739 -0.032 0.097 -0.122
H -1.7960 -0.2577 0.4714 0.156 0.071 0.065
H -1.2182 1.2477 1.2547 0.030 -0.156 -0.025
H 0.6783 0.9693 -1.9010 -0.036 -0.135 0.061
H -0.9645 0.2043 -1.6699 0.168 -0.037 0.065
H 0.0164 -1.8226 -0.6624 0.081 0.113 -0.027
```
Forces are in eV/Å.

The energy above the lowest of the compared OMol25 structures with the same formula, charge and spin comes out at 124.8 kcal/mol.


no.,Kohn-Sham gap (Eh),HOMO level (eV),E (a.u.)
1,0.2909,-7.72,-1926.93726
2,0.2945,-14.21,-9215.17541
3,0.2595,-4.69,-1507.19523
4,0.3235,-8.16,-265.33673